[1]
A 11-piece molecular cluster, C44H63N11 overall, computed with ωB97M-V with the def2-TZVPD basis set.

The geometry in XYZ format:
```
118
Properties=species:S:1:pos:R:3:mulliken_charge:R:1
H 2.749 -9.256 2.833 0.337
C 3.640 -1.191 6.138 -0.591
H 5.969 3.387 3.212 0.409
C 5.144 0.637 -2.261 -0.610
H 0.759 1.368 -7.905 0.368
C -1.142 -6.838 -6.779 -0.364
H 4.608 0.105 7.591 0.200
C 6.597 4.987 1.771 -0.528
H -0.499 3.139 -4.358 0.397
C -3.964 -4.996 4.706 -0.288
H 1.422 -9.668 1.850 0.325
C 0.429 0.657 1.109 -0.308
H 1.467 0.329 1.058 0.320
C -6.214 5.285 1.060 -0.397
H -0.999 -6.326 -3.580 0.402
C -0.631 2.504 -5.221 -0.608
H -2.596 1.348 -5.203 0.394
H -4.690 -3.033 4.030 0.398
H -1.506 0.237 0.275 0.307
H -3.155 -6.464 6.237 0.349
H -9.149 -3.184 -4.417 0.368
H 0.003 -2.275 0.084 0.276
H 0.050 0.603 2.129 0.252
H -5.855 6.156 0.512 0.260
C 6.739 -0.731 -1.540 -0.329
H -2.446 13.670 1.977 0.298
C -1.179 11.407 3.599 0.257
H -5.304 5.494 3.116 0.306
H -0.545 -1.839 1.758 0.351
C -8.452 -4.073 -6.214 -0.297
N -7.250 1.979 0.864 -0.428
H 2.828 -9.248 -0.444 0.249
C -1.185 1.004 -6.861 -0.393
C 8.772 4.786 2.218 -0.504
H 7.649 -1.072 -1.071 0.367
C -3.384 -5.463 5.902 -0.578
H -6.873 4.518 -0.896 0.293
N 4.980 -10.686 1.241 -0.397
H -4.158 -5.528 3.787 0.369
H -1.453 -8.175 -5.208 0.228
C -1.472 13.674 1.488 -1.161
C 4.242 -1.969 5.118 -0.370
C -0.746 -5.503 -6.841 -0.475
C -4.234 -3.646 4.794 -0.312
H 2.612 -1.109 6.457 0.370
C -6.251 4.215 -0.054 -0.383
C -0.650 -5.108 -5.491 -0.326
H -0.017 12.256 1.064 0.250
H 4.441 -0.722 -3.876 0.392
H -0.139 -0.050 -0.739 0.353
C 1.970 -8.802 2.220 -1.194
H -5.296 3.921 -0.490 0.281
C 0.268 2.103 0.906 0.114
C 5.567 -1.874 5.269 -0.392
N 0.350 2.531 -6.191 -0.005
H -1.615 0.230 -7.479 0.382
C -5.224 4.877 2.222 -1.084
H -1.523 14.407 0.683 0.347
H -3.003 -4.356 7.670 0.205
H 3.737 -2.531 4.347 0.408
H 1.320 -8.243 2.893 0.334
C -1.104 12.253 1.146 -0.312
C 5.882 -0.994 6.338 -0.378
H -0.415 -4.952 -7.709 0.393
H -2.718 11.161 2.308 0.282
H 6.778 -0.712 6.870 0.379
H -4.238 4.922 1.759 0.300
N -1.322 -7.202 -5.447 -0.021
H 8.459 3.062 3.640 0.385
C 5.108 -0.519 -3.052 -0.349
C -7.198 -4.445 -6.724 -0.522
H 4.571 1.551 -2.315 0.383
H 6.252 -2.497 -2.614 0.367
C -3.863 -3.265 6.034 -0.481
H 5.763 5.469 1.282 0.392
H -6.444 -2.922 -3.894 0.362
H 9.819 5.048 2.260 0.357
N 7.855 5.488 1.432 -0.034
H 4.166 -8.034 -0.225 0.254
C -0.980 -6.153 -4.646 -0.607
C -1.635 1.576 -5.640 -0.397
H -1.215 -7.689 -7.440 0.361
H -0.824 14.119 2.242 0.317
H 1.258 2.970 -6.133 0.231
H 8.034 6.337 0.916 0.228
H -5.401 3.900 2.671 0.348
H -5.285 -4.141 -5.797 0.209
C 3.506 -8.757 0.254 -0.256
C -6.960 -3.382 -4.723 -0.532
H -1.678 -1.928 0.403 0.306
N 6.120 0.421 -1.292 0.023
H -4.050 -2.283 6.441 0.361
N -0.870 11.570 4.725 -0.432
C 6.077 -1.434 -2.533 -0.427
N 0.151 3.253 0.742 -0.464
H 3.414 -7.282 1.855 0.274
H -9.425 -4.139 -6.677 0.361
H -6.869 -4.946 -7.622 0.353
H -7.189 5.437 1.523 0.315
C -6.810 2.972 0.480 0.187
C -0.512 -0.210 0.273 -0.411
H -1.482 12.138 0.130 0.310
C 4.327 -9.863 0.785 0.178
H -0.230 -4.153 -5.213 0.413
C -8.293 -3.476 -5.007 -0.294
H 6.341 1.091 -0.570 0.182
C -1.636 11.210 2.193 -0.472
C 0.050 1.577 -7.117 -0.367
C 8.088 3.747 2.893 -0.344
N 4.689 -0.528 6.808 -0.003
C -0.661 -1.657 0.689 -1.100
N -3.298 -4.346 6.704 -0.022
H -1.371 10.191 1.910 0.314
H 2.181 -7.167 0.731 0.321
N -6.279 -3.960 -5.778 -0.010
C 2.779 -7.922 1.242 -0.425
H 6.361 -2.347 4.710 0.380
C 6.714 3.987 2.710 -0.360
```

Computed properties:
ΔE to the lowest compared entry with this formula, charge and spin, kJ/mol: 0.0
E_tot, Eh: -2316.473307
Kohn-Sham gap, eV: 8.10
Structure (SMILES): c1cc[nH]c1.c1cc[nH]c1.c1cc[nH]c1.c1cc[nH]c1.c1cc[nH]c1.c1cc[nH]c1.c1cc[nH]c1.CCCC#N.CCCC#N.CCCC#N.CCCC#N
Lowest unoccupied orbital energy, eV: 0.10
Total charge: 0

***

[2]
A 16-piece molecular cluster, C44H64N17OP overall, computed with ωB97M-V with the def2-TZVPD basis set.

The geometry in XYZ format:
```
127
Properties=species:S:1:pos:R:3:mulliken_charge:R:1
H -3.184 -2.390 2.020 0.354
C -1.180 -1.381 -0.029 -0.270
C -3.132 1.754 -3.098 -0.143
H -1.151 0.669 -5.249 0.309
C 13.543 11.675 -3.236 0.405
C -8.909 0.313 5.723 0.347
H 11.873 10.489 -1.508 0.125
C -1.828 1.033 -0.431 -0.420
N -4.823 -5.506 1.251 -0.440
C -6.680 -4.952 3.056 -0.618
H 0.613 -9.708 -2.851 0.256
N -5.564 -1.915 9.624 -0.570
C 0.832 -3.277 -3.563 0.267
H -6.867 -5.829 3.675 0.322
C 2.190 1.735 -1.489 -0.208
H -10.025 0.448 3.923 0.271
C -2.871 2.215 -0.482 -1.293
H -7.605 -4.664 2.559 0.281
H -0.898 -2.907 10.374 0.263
H -2.914 -6.842 -1.589 0.259
H -9.590 -1.205 4.404 0.205
H 8.666 2.382 -7.433 0.258
H -4.511 -3.106 0.900 0.267
H -6.348 -4.136 3.689 0.092
N 10.401 7.771 -0.792 -0.469
N -0.117 2.651 -1.187 -0.212
N 13.437 10.641 -3.727 -0.426
N 5.186 3.576 -1.609 -0.452
N -2.345 -1.417 7.977 -0.376
H 8.136 0.903 -8.261 0.319
N 5.536 2.696 -7.911 -0.414
H 0.077 -11.400 -2.859 0.277
H 12.901 13.148 -1.854 0.278
N -2.974 -10.001 -1.896 -0.429
C 9.250 5.386 -2.083 -0.606
H -2.233 3.081 -4.666 0.291
H 3.246 1.069 1.661 0.215
H -2.269 3.561 -2.197 0.365
H -4.068 3.361 -1.911 0.488
H 2.480 2.670 1.698 0.150
H -5.943 -4.511 7.530 0.356
N 2.836 1.786 4.726 -0.367
H 1.529 3.868 -1.780 0.397
N -7.401 -3.026 5.134 -0.483
N 8.706 4.363 -4.450 -0.529
H -10.877 -0.338 5.267 0.265
H -4.917 -2.032 2.323 0.340
C -4.971 0.307 8.327 -0.806
C 0.623 0.276 -0.844 0.379
H -2.478 3.005 0.227 0.355
C -6.792 -3.208 6.093 0.524
H 9.798 6.315 -2.199 0.110
H -7.590 -8.881 -1.396 0.281
H -1.003 2.109 -3.733 0.074
H 5.591 2.862 -4.684 0.193
H 0.044 -1.434 10.064 0.299
C -3.075 2.822 -1.927 -0.718
C -2.257 -0.308 -0.005 0.896
C -5.305 -0.946 9.059 0.452
H -3.586 -7.474 -0.073 0.157
H -5.007 -3.035 7.217 0.152
C -5.232 -0.522 -0.888 -0.883
H -1.831 -7.481 -0.337 0.309
N 2.110 -11.102 -5.279 -0.351
C -2.036 2.079 -4.182 -0.352
H -8.406 -7.304 -1.373 0.275
H 0.332 -1.359 -4.307 -0.020
C -0.403 1.337 -0.836 0.059
C -7.603 -7.894 -0.933 -0.692
H -4.133 1.874 -3.615 0.351
C -6.011 -3.441 7.330 -0.872
C -0.962 -1.837 10.177 -0.784
C 0.174 -1.106 -0.439 -0.641
H -4.654 0.072 7.312 0.272
C 10.685 8.746 -1.332 0.367
H 6.581 4.302 -4.364 0.103
C 7.900 1.607 -7.463 -0.741
C 6.572 2.221 -7.709 0.343
C 3.020 1.900 3.597 0.190
H 13.593 13.789 -3.358 0.289
N -7.997 -8.139 1.669 -0.406
H 1.502 -2.259 -5.295 0.354
C -2.897 -8.954 -1.425 0.325
C 13.682 13.010 -2.602 -0.768
O -2.015 1.114 -5.264 -0.569
C 1.189 2.834 -1.515 -0.379
H -6.499 -2.955 8.165 0.375
H -6.154 -1.130 -0.666 0.383
P -4.003 -0.636 0.525 0.070
H -1.406 -2.446 0.247 0.394
C 0.271 -10.528 -3.483 -0.661
N 0.551 -4.243 -3.006 -0.386
H 9.854 4.686 -1.508 0.295
H 4.227 2.516 1.968 0.324
H 7.893 1.077 -6.511 0.255
H -3.877 1.921 -0.092 0.413
C 1.307 -10.851 -4.495 0.214
C -7.818 -8.027 0.529 0.343
C 8.944 4.810 -3.416 0.467
H -4.163 0.830 8.838 0.314
H -6.650 -7.399 -1.122 0.206
C 5.369 3.689 -2.740 0.469
C 5.608 3.836 -4.195 -0.622
H -3.089 0.684 -2.765 0.024
H 3.259 2.012 -1.767 0.246
H 11.358 9.785 -3.050 0.320
H -5.846 0.955 8.287 0.339
C -1.741 -1.601 8.937 0.351
N -8.138 0.736 6.463 -0.373
C 11.051 10.003 -2.030 -0.686
C -5.638 -5.260 2.045 0.380
H -1.451 -1.348 11.019 0.260
N 1.962 0.428 -1.183 -0.659
C 3.258 2.048 2.140 -0.511
C -2.801 -7.603 -0.818 -0.610
H -4.799 -0.746 -1.900 0.280
H 4.832 4.464 -4.633 0.294
H -5.591 0.550 -0.936 0.279
H 14.655 13.090 -2.119 0.273
C 1.193 -2.028 -4.276 -0.428
H 8.324 5.584 -1.544 0.299
H 0.912 -1.952 -0.457 0.505
H 2.013 -1.530 -3.758 0.227
C -9.914 -0.230 4.769 -0.725
H 10.194 10.677 -2.051 0.300
H -0.653 -10.233 -3.978 0.251
C -4.167 -2.228 1.500 -0.913
```

Computed properties:
E_tot, Eh: -3062.195671
Kohn-Sham gap, eV: 6.74
Lowest unoccupied orbital energy, eV: -0.57
Total charge: 0